Below is a 19-piece molecular cluster, C51H73N19O22 overall at a distorted geometry, with properties calculated with ωB97M-V/def2-TZVPD.

## Properties
**Max |F|**: 3.2 eV/A
**Energy above the lowest of the compared OMol25 structures with the same formula, charge and spin**: 0.0 kcal per mole
**Total energy**: -127394.108 eV
**HOMO level**: -9.3 eV
**Lowest unoccupied orbital energy**: -0.021 Ha
**Frontier orbital gap**: 8.68 eV

Each atom is followed by the atoms it is bonded to, with distances in Å.
Geometry (Å):
1 N 2.24155 -4.37416 -6.46940  C2 1.328, C6 1.332
2 C 1.40495 -3.34285 -6.44069  N1 1.328, C3 1.446, H7 1.080
3 C 1.79391 -1.94996 -6.45578  C2 1.446, C4 1.371, H8 1.080
4 C 3.14092 -1.69222 -6.45838  C3 1.371, C5 1.422, H9 1.080
5 C 4.06749 -2.77067 -6.47340  C4 1.422, C6 1.411, H10 1.080
6 C 3.54069 -4.07975 -6.50117  N1 1.332, C5 1.411, H11 1.080
7 H 0.34335 -3.53605 -6.39511  C2 1.080
8 H 1.05194 -1.16959 -6.53877  C3 1.080
9 H 3.58477 -0.71775 -6.59913  C4 1.080
10 H 5.13912 -2.63680 -6.48227  C5 1.080
11 H 4.22650 -4.91025 -6.58082  C6 1.080
12 N -0.46155 2.77065 5.74132  C13 1.333, C17 1.376
13 C 0.11463 1.58494 5.93749  N12 1.333, C14 1.419, H18 1.080
14 C -0.61951 0.39430 6.17874  C13 1.419, C15 1.417, H19 1.080
15 C -2.02083 0.53443 6.33780  C14 1.417, C16 1.345, H20 1.080
16 C -2.57735 1.72962 6.07179  C15 1.345, C17 1.359, H21 1.080
17 C -1.83551 2.82870 5.77404  N12 1.376, C16 1.359, H22 1.080
18 H 1.18945 1.63510 5.84450  C13 1.080
19 H -0.13866 -0.54721 6.39951  C14 1.080
20 H -2.66498 -0.27846 6.63891  C15 1.080
21 H -3.62658 1.90018 6.26264  C16 1.080
22 H -2.26903 3.80563 5.61890  C17 1.080
23 N -4.12048 -0.97667 -0.03136  C24 1.372, C28 1.358
24 C -3.52313 -2.21078 -0.09087  N23 1.372, C25 1.379, H29 1.080
25 C -4.16684 -3.36941 0.28960  C24 1.379, C26 1.382, H30 1.080
26 C -5.49024 -3.36945 0.68925  C25 1.382, C27 1.395, H31 1.080
27 C -6.16813 -2.15258 0.61141  C26 1.395, C28 1.440, H32 1.080
28 C -5.43550 -0.95103 0.30542  N23 1.358, C27 1.440, H33 1.080
29 H -2.52568 -2.17654 -0.50357  C24 1.080
30 H -3.74848 -4.36489 0.30958  C25 1.080
31 H -6.03647 -4.26353 0.95126  C26 1.080
32 H -7.21920 -2.09042 0.85184  C27 1.080
33 H -5.98347 -0.02413 0.22187  C28 1.080
34 N 4.66012 -2.67542 -2.84135  C35 1.394, C39 1.354
35 C 4.72299 -1.33484 -3.21689  N34 1.394, C36 1.388, H40 1.080
36 C 5.23588 -0.30796 -2.43686  C35 1.388, C37 1.381, H41 1.080
37 C 5.87587 -0.67719 -1.27029  C36 1.381, C38 1.408, H42 1.080
38 C 5.81684 -2.01109 -0.82316  C37 1.408, C39 1.392, H43 1.080
39 C 5.21308 -2.96422 -1.63916  N34 1.354, C38 1.392, H44 1.080
40 H 4.40185 -1.12150 -4.22573  C35 1.080
41 H 5.35472 0.73759 -2.67997  C36 1.080
42 H 6.35988 0.07592 -0.66618  C37 1.080
43 H 6.32872 -2.38601 0.05081  C38 1.080
44 H 5.22340 -3.99293 -1.31046  C39 1.080
45 N -4.20427 4.91377 -4.26580  C46 1.409, C50 1.369
46 C -4.91046 5.88292 -3.52590  N45 1.409, C47 1.417, H51 1.080
47 C -5.49664 5.57056 -2.27365  C46 1.417, C48 1.367, H52 1.080
48 C -5.43419 4.26675 -1.86824  C47 1.367, C49 1.439, H53 1.080
49 C -4.66935 3.24711 -2.53515  C48 1.439, C50 1.386, H54 1.080
50 C -4.13699 3.64711 -3.75094  N45 1.369, C49 1.386, H55 1.080
51 H -5.09582 6.87014 -3.92269  C46 1.080
52 H -6.22061 6.26114 -1.86699  C47 1.080
53 H -6.02735 4.05830 -0.99011  C48 1.080
54 H -4.58961 2.24201 -2.14811  C49 1.080
55 H -3.65171 2.86977 -4.32248  C50 1.080
56 N 1.68144 3.85076 -5.89999  C57 1.344, C61 1.334
57 C 1.63150 2.57641 -5.47651  N56 1.344, C58 1.397, H62 1.080
58 C 0.57904 2.06216 -4.71541  C57 1.397, C59 1.402, H63 1.080
59 C -0.45430 2.92129 -4.31719  C58 1.402, C60 1.382, H64 1.080
60 C -0.42015 4.22947 -4.76174  C59 1.382, C61 1.403, H65 1.080
61 C 0.68037 4.64815 -5.52452  N56 1.334, C60 1.403, H66 1.080
62 H 2.36619 1.83915 -5.76474  C57 1.080
63 H 0.53565 1.03130 -4.39626  C58 1.080
64 H -1.26866 2.56007 -3.70666  C59 1.080
65 H -1.23102 4.89571 -4.50677  C60 1.080
66 H 0.64350 5.68428 -5.82696  C61 1.080
67 N 6.63955 1.48677 3.20996  C68 1.362, C72 1.344
68 C 6.80475 2.79079 3.56819  N67 1.362, C69 1.406, H73 1.080
69 C 6.28325 3.82058 2.76478  C68 1.406, C70 1.365, H74 1.080
70 C 5.72415 3.49523 1.56249  C69 1.365, C71 1.364, H75 1.080
71 C 5.54588 2.19294 1.19924  C70 1.364, C72 1.405, H76 1.080
72 C 6.02607 1.18599 2.05271  N67 1.344, C71 1.405, H77 1.080
73 H 7.34579 2.97691 4.48418  C68 1.080
74 H 6.33695 4.84236 3.11045  C69 1.080
75 H 5.24599 4.26197 0.97100  C70 1.080
76 H 5.01591 1.99684 0.27887  C71 1.080
77 H 5.92775 0.13288 1.83436  C72 1.080
78 N 1.29048 -1.25639 0.74658  C79 1.333, C83 1.343
79 C 0.08969 -0.70146 0.91008  N78 1.333, C80 1.397, H84 1.080
80 C -0.53622 0.16348 0.00953  C79 1.397, C81 1.374, H85 1.080
81 C 0.20024 0.56171 -1.07968  C80 1.374, C82 1.387, H86 1.080
82 C 1.48012 0.07289 -1.29279  C81 1.387, C83 1.448, H87 1.080
83 C 1.98036 -0.90741 -0.35107  N78 1.343, C82 1.448, H88 1.080
84 H -0.36092 -1.01889 1.83883  C79 1.080
85 H -1.54432 0.47735 0.23674  C80 1.080
86 H -0.27422 1.25655 -1.75680  C81 1.080
87 H 2.07894 0.38252 -2.13657  C82 1.080
88 H 2.94901 -1.37481 -0.44938  C83 1.080
89 C -3.18547 -1.74594 -4.45640  N90 1.443, H93 1.090, H94 1.090, H95 1.090
90 N -2.02497 -0.90316 -4.29886  C89 1.443, O91 1.220, O92 1.230
91 O -1.13527 -1.04146 -5.12195  N90 1.220
92 O -2.01063 -0.10404 -3.36374  N90 1.230
93 H -4.04110 -1.11720 -4.21009  C89 1.090
94 H -3.10436 -2.60683 -3.79278  C89 1.090
95 H -3.22425 -2.02579 -5.50915  C89 1.090
96 C 0.53528 3.02486 2.30991  N97 1.456, H100 1.090, H101 1.090, H102 1.090
97 N 1.60074 3.12588 1.32320  C96 1.456, O98 1.211, O99 1.206
98 O 2.20181 2.15008 0.93344  N97 1.211
99 O 1.83356 4.24000 0.92507  N97 1.206
100 H 0.43173 3.95426 2.86992  C96 1.090
101 H 0.73130 2.11628 2.87925  C96 1.090
102 H -0.33231 2.92895 1.65708  C96 1.090
103 C 2.82519 4.22572 -2.49867  N104 1.478, H107 1.090, H108 1.090, H109 1.090
104 N 4.19490 3.68334 -2.61228  C103 1.478, O105 1.192, O106 1.247
105 O 5.00214 3.80005 -1.74239  N104 1.192
106 O 4.48830 3.07220 -3.65890  N104 1.247
107 H 2.60678 4.37774 -1.44165  C103 1.090
108 H 2.16555 3.51962 -3.00305  C103 1.090
109 H 2.82244 5.17102 -3.04135  C103 1.090
110 C 0.22918 -3.91806 5.49886  N111 1.538, H114 1.090, H115 1.090, H116 1.090
111 N -1.06894 -3.11511 5.30958  C110 1.538, O112 1.202, O113 1.219
112 O -1.98632 -3.42668 6.02054  N111 1.202
113 O -1.14282 -2.25861 4.44524  N111 1.219
114 H 0.35728 -4.53879 4.61208  C110 1.090
115 H 0.14546 -4.56787 6.36997  C110 1.090
116 H 1.12193 -3.29282 5.51198  C110 1.090
117 C -4.67017 3.51850 3.86509  N118 1.466, H121 1.090, H122 1.090, H123 1.090
118 N -5.59746 3.77265 2.75898  C117 1.466, O119 1.202, O120 1.236
119 O -6.01482 2.83004 2.14116  N118 1.202
120 O -5.93047 4.94359 2.54272  N118 1.236
121 H -5.24033 2.97368 4.61754  C117 1.090
122 H -4.34390 4.47482 4.27386  C117 1.090
123 H -3.85013 2.85203 3.59776  C117 1.090
124 C 2.97472 0.18063 3.57773  N125 1.480, H128 1.090, H129 1.090, H130 1.090
125 N 3.75527 -0.98541 4.04700  C124 1.480, O126 1.208, O127 1.235
126 O 4.94449 -0.88591 4.23281  N125 1.208
127 O 3.06775 -1.99047 4.25219  N125 1.235
128 H 2.74492 0.08104 2.51690  C124 1.090
129 H 3.63506 1.02609 3.77078  C124 1.090
130 H 2.05789 0.21481 4.16625  C124 1.090
131 C 1.40777 -3.44578 -2.77436  N132 1.434, H135 1.090, H136 1.090, H137 1.090
132 N 0.17849 -4.18451 -2.74675  C131 1.434, O133 1.263, O134 1.222
133 O -0.24001 -4.40016 -1.57487  N132 1.263
134 O -0.39900 -4.50995 -3.77387  N132 1.222
135 H 1.86015 -3.69770 -1.81521  C131 1.090
136 H 1.20507 -2.41108 -3.05082  C131 1.090
137 H 2.01807 -3.81014 -3.60072  C131 1.090
138 C -3.21732 -7.37069 3.46308  N139 1.504, H142 1.090, H143 1.090, H144 1.090
139 N -2.17539 -6.33037 3.15679  C138 1.504, O140 1.216, O141 1.224
140 O -1.03614 -6.53501 3.52829  N139 1.216
141 O -2.56252 -5.34252 2.54576  N139 1.224
142 H -4.14016 -6.91949 3.82761  C138 1.090
143 H -2.78489 -8.06100 4.18736  C138 1.090
144 H -3.58588 -8.03063 2.67775  C138 1.090
145 C 1.78984 -4.95818 1.32994  N146 1.500, H149 1.090, H150 1.090, H151 1.090
146 N 3.26712 -4.76046 1.49610  C145 1.500, O147 1.214, O148 1.234
147 O 3.69211 -4.18714 2.47806  N146 1.214
148 O 4.01169 -5.11236 0.57666  N146 1.234
149 H 1.40109 -4.69462 2.31355  C145 1.090
150 H 1.67875 -6.02981 1.16447  C145 1.090
151 H 1.43934 -4.33148 0.50988  C145 1.090
152 C -4.38274 -2.17026 3.92252  N153 1.534, H156 1.090, H157 1.090, H158 1.090
153 N -5.31930 -3.23243 4.51267  C152 1.534, O154 1.235, O155 1.210
154 O -4.85027 -4.37111 4.42459  N153 1.235
155 O -6.37296 -2.92208 5.01904  N153 1.210
156 H -3.44772 -2.69643 3.73021  C152 1.090
157 H -4.33403 -1.39283 4.68498  C152 1.090
158 H -4.82371 -1.85099 2.97822  C152 1.090
159 C -2.16904 5.47232 -1.27187  N160 1.489, H163 1.090, H164 1.090, H165 1.090
160 N -1.31198 4.26237 -1.13018  C159 1.489, O161 1.243, O162 1.240
161 O -0.14542 4.33740 -1.55410  N160 1.243
162 O -1.81474 3.18475 -0.77809  N160 1.240
163 H -2.45569 5.49418 -2.32328  C159 1.090
164 H -1.79668 6.44629 -0.95435  C159 1.090
165 H -3.11122 5.28951 -0.75515  C159 1.090

=====

Below is a 3-piece molecular cluster, C5H17NO3S overall at a distorted geometry, with properties calculated with ωB97M-V/def2-TZVPD.

## Properties
**Max |F|**: 2.2 eV/A
**Energy above the lowest of the compared OMol25 structures with the same formula, charge and spin**: 18.9 kcal per mole
**Total energy**: -23927.379 eV
**HOMO level**: -8.5 eV
**Lowest unoccupied orbital energy**: 0.014 Ha
**SMILES**: C[C@@H](CCS)NCO.O.O
**Frontier orbital gap**: 8.90 eV

Each atom is followed by the atoms it is bonded to, with distances in Å.
Geometry (Å):
1 C 0.47559 1.86207 1.67873  C2 1.537, H9 1.093, H10 1.086, H11 1.095
2 C -0.09325 0.69077 0.86221  C1 1.537, C3 1.594, N6 1.455, H12 1.087
3 C -0.25999 -0.60929 1.77015  C2 1.594, C4 1.531, H13 1.084, H14 1.095
4 C 0.78047 -1.69206 1.47146  C3 1.531, S5 1.844, H15 1.088, H16 1.089
5 S 0.15203 -3.18693 0.59431  C4 1.844, H17 1.325
6 N -1.41691 0.92757 0.30665  C2 1.455, C7 1.417, H18 1.001
7 C -1.83887 0.25669 -0.86771  N6 1.417, O8 1.414, H19 1.100, H20 1.103
8 O -2.68935 1.04543 -1.67674  C7 1.414, H21 0.963
9 H -0.26069 2.61044 1.98121  C1 1.093
10 H 0.84007 1.47008 2.62319  C1 1.086
11 H 1.34752 2.37734 1.26269  C1 1.095
12 H 0.61808 0.54946 0.05235  C2 1.087
13 H -1.27512 -0.92836 1.56159  C3 1.084
14 H -0.21240 -0.27426 2.81170  C3 1.095
15 H 1.48941 -1.35593 0.71718  C4 1.088
16 H 1.32068 -2.00342 2.36466  C4 1.089
17 H 0.33821 -2.96576 -0.69840  S5 1.325
18 H -2.17540 1.23745 0.88179  N6 1.001
19 H -2.37516 -0.69247 -0.72318  C7 1.100
20 H -0.98405 -0.03739 -1.49999  C7 1.103
21 H -2.49667 1.97663 -1.52388  O8 0.963
22 O 1.92481 -1.76800 -1.51407  H23 0.966, H24 0.960
23 H 1.36514 -1.00895 -1.72499  O22 0.966
24 H 2.67619 -1.66276 -2.10250  O22 0.960
25 O 1.08447 0.72651 -2.88481  H26 0.934, H27 0.946
26 H 0.98998 1.32873 -3.59215  O25 0.934
27 H 0.67520 1.12639 -2.13143  O25 0.946

=====

> Which formula does entry 2 have?

C5H17NO3S